A molecular structure, C5H8GaLiO4, computed with ωB97M-V/def2-TZVPD.

Results
relative energy (zero: lowest compared OMol25 entry of this formula, charge and spin)	83.19	kcal per mole
expectation value of S²	0.7554
HOMO energy (spin up / spin down)	-0.414 / -0.408	Eh

Structure (ORCA input):
```
! wB97M-V def2-TZVPD RIJCOSX def2/J DEFGRID3
* xyz 1 2
C 0.74 -0.31 3.01
C -0.36 -1.08 3.73
O -1.60 -0.59 3.47
Li -2.16 0.12 1.94
H 1.74 -0.61 3.36
H 0.67 -0.48 1.93
H 0.61 0.77 3.16
H -0.18 -1.13 4.82
H -0.33 -2.25 3.42
O -3.42 -4.29 1.54
C -3.34 -1.14 0.62
C -2.26 -3.92 1.76
O -4.53 -1.26 0.31
O -2.64 -2.29 0.10
C -1.64 -2.85 0.91
Ga -4.28 -3.24 -0.01
H -1.56 -4.60 2.29
H -0.84 -3.28 0.29
H -1.23 -2.08 1.60
*
```

natural (NBO) population analysis, charges in e, atoms 1 to 5:
1 C -0.644
2 C -0.013
3 O -1.025
4 Li 0.908
5 H 0.225


A molecular structure, C24H28F5MoN2OS3, computed with ωB97M-V/def2-TZVPD.

Results
relative energy (zero: lowest compared OMol25 entry of this formula, charge and spin)	5.33	kcal per mole
HOMO energy (spin up / spin down)	-0.607 / -0.607	Eh

Structure (ORCA input):
```
! wB97M-V def2-TZVPD RIJCOSX def2/J DEFGRID3
* xyz 3 1
Mo 1.01 0.24 1.09
S -0.58 1.71 0.23
C 0.21 3.26 0.27
N -0.41 4.35 -0.03
C 0.33 5.63 -0.08
C 1.32 5.67 1.04
N 2.19 4.47 0.96
C 3.61 4.68 1.38
C 3.64 5.26 2.76
C 2.95 4.64 3.80
C 3.00 5.17 5.08
C 3.75 6.32 5.32
C 4.44 6.94 4.29
C 4.38 6.41 3.01
C 1.68 3.33 0.64
S 2.61 1.86 0.66
C -1.88 4.43 -0.38
C -2.56 5.43 0.51
C -2.74 5.13 1.86
C -3.37 6.05 2.69
C -3.82 7.25 2.17
C -3.65 7.55 0.82
C -3.02 6.64 -0.01
H -0.40 6.43 0.03
H 0.79 5.69 -1.07
H 0.85 5.65 2.02
H 1.97 6.54 0.99
H 4.03 5.37 0.64
H 4.13 3.73 1.30
H 2.39 3.73 3.63
H 2.47 4.69 5.89
H 3.79 6.73 6.32
H 5.03 7.82 4.48
H 4.93 6.89 2.20
H -2.29 3.43 -0.28
H -1.90 4.72 -1.44
H -2.42 4.18 2.26
H -3.53 5.82 3.73
H -4.32 7.96 2.81
H -4.02 8.48 0.42
H -2.90 6.86 -1.07
F -0.51 -0.74 2.87
C 0.48 0.15 3.14
F -0.03 1.29 3.62
C 1.53 -0.43 4.11
F 2.68 0.24 3.91
F 1.74 -1.71 3.81
F 1.15 -0.31 5.36
C 0.33 -2.59 -2.00
C 1.10 -3.44 -1.00
S 2.48 -2.56 -0.27
O 1.74 -1.46 0.65
C 3.03 -3.71 1.00
C 4.27 -3.20 1.72
H -0.58 -3.12 -2.27
H 0.91 -2.41 -2.90
H 0.03 -1.63 -1.57
H 1.61 -4.28 -1.49
H 0.49 -3.83 -0.19
H 3.23 -4.62 0.42
H 2.18 -3.89 1.65
H 5.15 -3.23 1.08
H 4.45 -3.85 2.58
H 4.13 -2.19 2.10
*
```

natural (NBO) population analysis, charges in e, atoms 1 to 5:
1 Mo 1.070
2 S 0.136
3 C 0.151
4 N -0.211
5 C -0.261


A molecular structure, C25H52CoGeN2O4SSe, computed with ωB97M-V/def2-TZVPD.

Results
relative energy (zero: lowest compared OMol25 entry of this formula, charge and spin)	1.94	kcal per mole
HOMO energy (spin up / spin down)	-0.379 / -0.379	Eh

Structure (ORCA input):
```
! wB97M-V def2-TZVPD RIJCOSX def2/J DEFGRID3
* xyz 1 1
Co 0.28 0.86 0.66
C -0.54 -3.50 0.26
C 0.22 -2.27 -0.25
C 1.71 -2.58 -0.24
C -0.24 -1.98 -1.66
O -0.05 -1.13 0.62
Ge -0.83 -1.47 2.37
O 0.08 0.26 2.62
C 0.97 0.33 3.77
C 1.80 1.60 3.71
C 0.09 0.36 5.01
C 1.91 -0.87 3.79
O -2.44 -0.67 2.00
C -3.75 -1.25 2.05
C -3.77 -2.51 2.91
C -4.67 -0.20 2.64
C -4.18 -1.58 0.62
H -0.41 -4.32 -0.45
H -1.61 -3.30 0.35
H -0.17 -3.84 1.23
H 1.91 -3.49 -0.80
H 2.06 -2.72 0.79
H 2.26 -1.77 -0.71
H -0.06 -2.84 -2.30
H 0.31 -1.13 -2.07
H -1.30 -1.74 -1.67
H 1.17 2.49 3.79
H 2.37 1.64 2.78
H 2.51 1.62 4.54
H -0.54 1.25 5.02
H 0.70 0.36 5.92
H -0.56 -0.52 5.05
H 2.32 -1.03 2.80
H 1.40 -1.78 4.10
H 2.74 -0.70 4.49
H -3.43 -2.29 3.93
H -3.12 -3.29 2.50
H -4.78 -2.92 2.97
H -4.28 0.14 3.61
H -5.67 -0.60 2.80
H -4.75 0.66 1.98
H -3.51 -2.32 0.17
H -4.16 -0.68 0.00
H -5.19 -1.98 0.60
N 0.71 2.75 0.97
C -0.44 3.50 1.53
C -1.65 2.97 0.80
N -1.54 1.51 0.95
H 1.53 2.87 1.55
H 0.92 3.11 0.04
H -0.34 4.58 1.41
H -0.51 3.28 2.59
H -1.60 3.22 -0.26
H -2.59 3.35 1.19
H -2.26 0.97 0.48
H -1.65 1.24 1.93
C 4.59 -0.47 0.92
S 3.48 0.38 -0.19
C 4.29 1.97 -0.22
O 2.25 0.60 0.66
H 5.54 -0.61 0.41
H 4.14 -1.43 1.15
H 4.72 0.12 1.83
H 5.27 1.86 -0.69
H 4.39 2.34 0.80
H 3.67 2.63 -0.82
C 0.44 -0.16 -7.54
C 0.34 0.17 -6.08
C 1.42 0.69 -5.38
C 1.33 1.03 -4.04
C 2.54 1.62 -3.38
C 0.11 0.84 -3.36
Se -0.20 1.62 -1.64
C -0.99 0.29 -4.04
C -2.34 0.03 -3.43
C -0.85 -0.03 -5.39
H 1.43 0.05 -7.93
H -0.28 0.42 -8.12
H 0.22 -1.21 -7.72
H 2.35 0.85 -5.90
H 3.39 1.62 -4.06
H 2.80 1.04 -2.50
H 2.35 2.65 -3.06
H -2.35 0.19 -2.35
H -2.64 -1.00 -3.62
H -3.09 0.68 -3.87
H -1.70 -0.45 -5.91
*
```

Mulliken population analysis, charges in e, atoms 1 to 5:
1 Co -0.174
2 C -2.057
3 C 1.566
4 C -1.491
5 C -1.512


A molecular structure, CrH28O18P, computed with ωB97M-V/def2-TZVPD.

Results
expectation value of S²	3.7987
HOMO energy (spin up / spin down)	-0.357 / -0.357	Eh

Structure (ORCA input):
```
! wB97M-V def2-TZVPD RIJCOSX def2/J DEFGRID3
* xyz 0 4
Cr -0.06 -0.48 -1.93
P -0.01 -0.30 0.46
O -0.02 -0.16 2.04
O -1.12 0.26 -0.44
O 0.09 -1.63 -0.30
O 1.00 0.42 -0.48
O 2.04 -1.67 2.77
H 1.79 -2.10 3.58
H 1.36 -1.01 2.63
O -1.63 -3.36 0.84
H -1.82 -2.89 1.66
H -1.08 -2.76 0.34
O -0.08 -2.32 -2.82
H 0.54 -2.72 -3.44
H -0.83 -2.92 -2.82
O 3.41 0.10 -0.04
H 3.82 0.95 -0.12
H 2.48 0.26 -0.21
O 1.71 1.83 2.68
H 1.12 1.10 2.51
H 1.51 2.09 3.58
O -2.34 2.26 0.62
H -1.95 1.46 0.27
H -1.94 2.36 1.49
O -1.37 1.77 2.98
H -2.16 1.34 3.31
H -0.88 1.07 2.56
O -0.25 1.43 -2.78
H -0.03 1.80 -3.64
H -0.55 2.17 -2.26
O -2.05 -0.62 -2.84
H -2.84 -0.09 -2.83
H -2.07 -1.08 -3.68
O -1.75 3.35 -1.66
H -2.08 3.00 -0.84
H -2.42 3.96 -1.96
O 1.77 -0.51 -2.92
H 2.13 0.16 -3.51
H 2.49 -1.12 -2.79
O 2.24 -2.96 -0.19
H 1.43 -2.45 -0.27
H 2.00 -3.83 -0.50
O 1.07 3.09 0.30
H 1.33 2.90 1.20
H 0.91 2.23 -0.10
O -1.62 -1.84 3.27
H -1.00 -1.32 2.76
H -2.29 -1.22 3.55
*
```

natural (NBO) population analysis, charges in e, atoms 1 to 5:
1 Cr 1.349
2 P 2.571
3 O -1.154
4 O -1.044
5 O -1.063


A molecular structure, C28H48BrHgN3P2S, computed with ωB97M-V/def2-TZVPD.

Results
HOMO energy	-0.481	Eh

Structure (ORCA input):
```
! wB97M-V def2-TZVPD RIJCOSX def2/J DEFGRID3
* xyz 2 1
N -0.58 -8.69 -3.16
C -1.53 -8.09 -2.44
C -1.41 -6.73 -2.11
C -0.23 -6.01 -2.48
C 0.72 -6.68 -3.27
C 0.51 -8.05 -3.57
C -0.20 -4.65 -1.94
Hg 0.86 -1.06 -1.28
P 0.36 2.44 -1.58
C 0.18 -3.43 -2.40
C -0.79 -2.36 -2.05
C -1.61 -1.75 -3.08
C -2.59 -0.85 -2.66
C -3.22 -0.98 -1.41
C -2.65 -1.84 -0.43
C -1.42 -2.45 -0.68
Br -4.33 0.38 -0.92
H -0.95 -4.61 -1.14
H 0.94 -3.30 -3.18
H -2.22 -6.25 -1.56
H 1.61 -6.16 -3.62
H -2.41 -8.65 -2.12
H 1.26 -8.60 -4.15
H -1.27 -1.87 -4.11
H -0.87 -2.99 0.15
H -2.84 0.01 -3.26
H -3.21 -1.97 0.51
P 2.23 0.11 0.50
C -1.40 2.91 -2.04
C -1.79 4.09 -2.93
H -1.88 3.00 -1.06
H -1.77 2.00 -2.52
H -2.85 4.01 -3.16
H -1.65 5.08 -2.47
H -1.27 4.10 -3.90
C 1.26 3.30 -3.01
C 1.56 4.79 -2.96
H 0.69 3.05 -3.91
H 2.21 2.74 -3.06
H 2.22 5.05 -3.79
H 0.66 5.42 -3.09
H 2.06 5.08 -2.03
C 0.56 3.76 -0.21
C -0.23 5.07 -0.23
H 1.63 3.96 -0.12
H 0.25 3.18 0.68
H 0.04 5.65 0.66
H 0.00 5.73 -1.08
H -1.31 4.91 -0.18
C 1.96 1.11 2.05
C 3.01 0.80 3.13
H 0.93 0.92 2.43
H 2.01 2.18 1.80
H 2.84 -0.17 3.61
H 4.03 0.81 2.73
H 2.99 1.57 3.90
C 4.00 0.52 0.18
C 4.73 -0.06 -1.02
H 4.55 0.23 1.09
H 4.03 1.61 0.13
H 5.11 -1.07 -0.80
H 4.09 -0.10 -1.91
H 5.60 0.57 -1.24
C 2.41 -1.62 1.25
C 1.39 -1.95 2.33
H 3.44 -1.71 1.60
H 2.31 -2.38 0.45
H 1.07 -2.99 2.23
H 1.79 -1.81 3.34
H 0.47 -1.35 2.26
C -2.70 3.28 4.49
N -3.05 2.03 3.80
C -2.21 0.94 3.94
S -1.53 0.18 2.59
N -1.97 0.55 5.21
C -2.86 0.80 6.34
H -1.80 3.16 5.10
H -3.53 3.62 5.13
H -2.52 4.07 3.73
H -3.28 2.18 2.82
H -1.40 -0.29 5.25
H -3.34 -0.12 6.66
H -2.28 1.18 7.19
H -3.62 1.53 6.08
*
```

Mulliken population analysis, charges in e, atoms 1 to 5:
1 N -0.532
2 C -0.361
3 C -0.518
4 C 0.396
5 C -0.368


A molecular structure, C43H42CuNO2, computed with ωB97M-V/def2-TZVPD.

Results
relative energy (zero: lowest compared OMol25 entry of this formula, charge and spin)	0.00	kcal per mole
expectation value of S²	0.7612
HOMO energy (spin up / spin down)	-0.147 / -0.146	Eh

Structure (ORCA input):
```
! wB97M-V def2-TZVPD RIJCOSX def2/J DEFGRID3
* xyz -1 2
Cu -0.63 0.09 -0.05
O -1.92 -0.50 1.21
C -1.82 -1.70 1.84
C -0.41 -1.92 2.44
C 0.66 -2.27 1.45
C 1.32 -3.49 1.51
C 2.26 -3.80 0.54
C 2.48 -2.91 -0.49
C 1.77 -1.71 -0.50
C 1.85 -0.77 -1.65
C 0.58 -0.94 -2.55
O -0.57 -0.66 -1.87
C 0.59 -2.40 -3.04
C 1.52 -2.85 -3.98
C 1.58 -4.19 -4.32
C 0.73 -5.11 -3.72
C -0.20 -4.66 -2.79
C -0.27 -3.31 -2.45
C 0.68 -0.03 -3.78
C 1.87 0.44 -4.33
C 1.87 1.23 -5.47
C 0.68 1.57 -6.09
C -0.52 1.10 -5.55
C -0.51 0.31 -4.42
N 0.92 -1.39 0.47
C -2.79 -1.73 3.04
C -3.59 -0.61 3.29
C -4.47 -0.59 4.36
C -4.57 -1.69 5.21
C -3.79 -2.81 4.96
C -2.91 -2.82 3.89
C -2.21 -2.86 0.92
C -3.08 -2.60 -0.14
C -3.51 -3.63 -0.96
C -3.08 -4.93 -0.75
C -2.19 -5.19 0.28
C -1.76 -4.16 1.10
H -0.43 -2.70 3.21
H -0.17 -0.97 2.93
H 1.09 -4.18 2.31
H 2.78 -4.75 0.57
H 3.16 -3.14 -1.30
H 2.75 -0.98 -2.22
H 1.86 0.27 -1.30
H 2.18 -2.15 -4.46
H 2.31 -4.52 -5.06
H 0.78 -6.16 -3.98
H -0.88 -5.36 -2.32
H -0.98 -2.95 -1.73
H 2.82 0.22 -3.85
H 2.81 1.60 -5.87
H 0.67 2.19 -6.97
H -1.46 1.35 -6.02
H -1.43 -0.04 -3.97
H -3.50 0.22 2.62
H -5.08 0.28 4.53
H -5.26 -1.67 6.04
H -3.87 -3.67 5.61
H -2.33 -3.72 3.71
H -3.38 -1.58 -0.30
H -4.19 -3.41 -1.78
H -3.42 -5.73 -1.40
H -1.82 -6.20 0.43
H -1.04 -4.39 1.88
C 1.05 2.57 -0.90
C 1.78 2.23 0.29
C 0.89 1.96 1.29
C -0.45 2.06 0.75
C -0.30 2.49 -0.62
C -1.42 2.83 -1.55
C -1.66 2.35 1.59
C 1.22 1.62 2.71
C 3.28 2.15 0.39
C 1.64 2.98 -2.22
H -1.23 3.77 -2.08
H -2.36 2.95 -1.01
H -1.58 2.06 -2.31
H -1.74 3.42 1.81
H -1.61 1.82 2.53
H -2.59 2.04 1.11
H 1.08 0.56 2.94
H 0.60 2.18 3.41
H 2.26 1.86 2.92
H 3.71 3.01 0.91
H 3.74 2.11 -0.60
H 3.60 1.25 0.93
H 1.88 4.04 -2.23
H 0.94 2.79 -3.04
H 2.56 2.44 -2.44
*
```

Mulliken population analysis, charges in e, atoms 1 to 5:
1 Cu 0.432
2 O -1.045
3 C 2.221
4 C -2.115
5 C 0.280


2 unconnected molecules or ions with the total composition C5H14NOS, computed with ωB97M-V/def2-TZVPD.

Results
relative energy (zero: lowest compared OMol25 entry of this formula, charge and spin)	39.50	kcal per mole
HOMO energy	-0.090	Eh

Structure (ORCA input):
```
! wB97M-V def2-TZVPD RIJCOSX def2/J DEFGRID3
* xyz -1 1
C 0.51 -1.00 -0.60
C 0.61 -0.75 -2.13
S -0.30 -1.78 -3.36
C 1.04 0.20 0.24
N -0.14 0.82 0.89
C -0.18 0.74 2.36
C -0.20 2.25 0.55
H 1.14 -1.89 -0.39
H -0.46 -1.15 -0.18
H 0.32 0.30 -2.35
H 1.67 -0.77 -2.40
H 1.68 0.97 -0.17
H 1.79 -0.21 0.96
H -0.69 1.63 2.74
H 0.84 0.91 2.74
H -0.78 -0.14 2.64
H -0.04 2.35 -0.55
H -1.21 2.60 0.73
H 0.62 2.88 0.93
H -2.18 -2.77 -0.09
H -1.65 -2.37 -1.51
O -2.39 -2.82 -1.04
*
```

natural (NBO) population analysis, charges in e, atoms 1 to 5:
1 C -0.421
2 C -0.516
3 S -0.697
4 C -0.231
5 N -0.446


DFT total energy values (in Eh) by entry order: -2428.23151; -2877.15111; -7653.42260; -2757.05225; -5067.62656; -3509.55657; -727.06851.
Max |F| values (in eV Å⁻¹) by entry order: 2.50; 0.98; 0.70; 5.44; 3.18; 0.46; 2.41.